No. 1
C16H31NP2Ru | the ωB97M-V functional and the def2-TZVPD basis

Calculated values
Expectation value of S²: 6.0386
Spin multiplicity: 5
Net charge: +2
Frontier orbital gap (spin up / spin down) in eV: 4.8261 / 7.2922

Structure (XYZ):
```
51
Properties=species:S:1:pos:R:3:forces:R:3:lowdin_charge:R:1
P 0.56832 -2.13052 -2.13344 0.28 -0.76 -2.75 0.903
P -0.02316 2.33728 -1.66500 -1.06 0.67 1.16 0.817
C 0.77227 -0.65880 -3.30769 -2.03 -1.01 2.48 -0.403
C 0.79056 0.78129 -2.69648 0.74 -1.53 1.07 -0.395
H -0.36630 -0.97246 -3.45137 1.24 -0.01 -1.33 0.011
H 1.58825 -0.86054 -3.99784 -0.51 -0.33 -0.15 0.082
H 1.28346 0.57176 -1.73460 0.22 0.18 0.01 0.050
H 1.46996 1.40432 -3.23684 0.64 0.21 -0.55 0.041
C -1.57339 2.93781 -2.37356 -1.14 -0.69 -0.01 -0.240
H -2.05047 3.54653 -1.54659 0.02 -0.77 -1.17 0.088
H -2.22925 2.00469 -2.71913 1.05 2.00 0.82 0.072
H -1.36282 3.60428 -3.25695 -0.14 -0.74 0.89 0.064
C 1.11201 3.72003 -1.56263 -0.32 -0.05 0.45 -0.186
H 0.86892 4.51104 -2.28960 0.30 -0.39 0.26 0.078
H 2.11443 3.28495 -1.65992 -0.04 0.67 0.09 0.067
H 0.87552 4.05340 -0.54494 0.75 0.49 -0.21 0.066
C -0.62878 -3.27494 -2.93198 -0.38 -0.48 -0.21 -0.177
H -0.75655 -4.20161 -2.34780 0.20 0.48 0.24 0.083
H -0.39204 -3.66488 -3.93536 0.50 0.55 0.30 0.070
H -1.63334 -2.84322 -3.03703 0.21 0.15 0.34 0.068
C 2.19060 -2.82334 -2.46378 0.44 -0.53 1.60 -0.161
H 2.93406 -2.07402 -2.19301 0.12 -0.06 0.27 0.079
H 2.37288 -3.05925 -3.50387 -0.56 0.03 -0.35 0.070
H 2.34438 -3.73436 -1.88969 0.27 -0.06 0.10 0.077
Ru -0.84221 0.46886 -4.43037 -2.09 -0.56 3.72 1.151
C 0.23025 1.45123 -5.67232 0.91 2.61 -5.33 -0.329
C -1.22344 1.70060 -5.93361 1.67 3.31 1.92 -0.322
C -2.17035 0.84330 -6.64711 -0.96 -1.30 -1.24 -0.231
C -1.77047 -0.62716 -6.92427 0.21 -0.69 -0.56 -0.169
C -0.94976 -1.28701 -5.79644 0.96 -1.75 -0.83 -0.232
C 0.43537 -1.48724 -5.88969 -1.03 -0.95 -0.93 -0.140
C 1.36648 -0.73748 -6.76623 1.09 0.98 0.06 -0.171
C 0.94909 0.76798 -6.88221 0.45 -0.74 -0.79 -0.165
C -0.03307 -1.87489 -0.48930 0.06 0.22 0.71 -0.160
H 0.89442 2.32732 -5.42313 -1.21 -0.69 0.49 0.125
H -1.68540 2.73842 -5.55767 1.08 -2.29 -0.85 0.154
H -2.46116 1.34008 -7.58442 -0.54 -0.28 0.27 0.142
H -3.02716 0.67994 -5.97327 -0.42 0.79 -0.35 0.119
H -2.65639 -1.28877 -7.00699 0.14 0.80 0.02 0.129
H -1.29537 -0.75176 -7.90862 0.24 0.12 0.46 0.124
H -1.50821 -2.10373 -5.25009 0.57 1.10 -0.45 0.107
H 0.95600 -2.27189 -5.31631 -0.78 0.24 -0.12 0.095
H 1.53563 -1.14802 -7.80910 -0.59 0.18 1.12 0.157
H 2.39916 -0.77442 -6.32543 -0.79 -0.15 -0.19 0.122
H 1.88534 1.30728 -7.13243 -0.69 -0.06 0.13 0.123
H 0.30643 0.79971 -7.78448 0.30 0.44 0.60 0.114
H 0.83709 -1.46746 0.02279 -0.10 -0.20 0.72 0.071
H -0.38862 -2.84472 -0.09427 0.61 0.29 -0.05 0.093
H -0.87094 -1.17573 -0.30127 0.45 -0.12 -0.73 0.069
N -0.81796 1.18586 0.90528 0.57 -0.01 -0.43 0.128
C -0.36387 1.77033 0.01044 -0.92 0.68 -0.72 -0.330
```
Positions in Å, forces in eV/Å.



No. 2
C16H31NP2SeTi | the ωB97M-V functional and the def2-TZVPD basis

Calculated values
Expectation value of S²: 2.0167
Spin multiplicity: 3
Frontier orbital gap (spin up / spin down) in eV: 5.6686 / 5.6302

Structure (XYZ):
```
52
Properties=species:S:1:pos:R:3:forces:R:3:lowdin_charge:R:1
P 2.06765 0.28437 -0.81291 -1.66 -0.58 -0.62 0.800
P -0.95866 -1.85331 -1.00724 -1.05 -1.31 0.50 0.856
C 1.75796 -1.43374 -1.39379 0.47 -0.26 0.08 -0.326
C 0.44759 -1.70522 -2.14774 0.17 -0.59 -0.46 -0.359
H 1.86879 -2.09878 -0.52316 -0.16 0.12 -0.22 0.093
H 2.59831 -1.64699 -2.06078 0.13 -0.14 0.04 0.085
H 0.21346 -0.92348 -2.89286 0.17 -0.37 0.29 0.077
H 0.52385 -2.67320 -2.66953 0.26 0.37 -0.21 0.089
C -1.25320 -3.58867 -0.55256 0.38 -0.90 -1.03 -0.273
H -2.07902 -3.64168 0.17750 0.44 0.13 -0.25 0.049
H -0.34258 -4.04339 -0.13173 -0.40 0.06 -0.02 0.044
H -1.54880 -4.12258 -1.46853 0.07 -0.41 0.41 0.030
C -2.41926 -1.58391 -2.10672 -0.13 -0.22 -0.19 -0.228
H -2.82856 -2.54723 -2.43878 0.06 0.29 -0.11 0.037
H -2.15146 -0.97624 -2.98353 -0.19 -0.16 0.25 0.044
H -3.20388 -1.05873 -1.53478 0.29 -0.11 -0.23 0.049
C 3.56426 0.02032 0.22794 1.26 -0.71 -0.94 -0.251
H 3.93408 0.90640 0.83653 0.11 -0.95 -0.54 0.054
H 4.29024 -0.14652 -0.58286 0.22 0.09 0.61 0.076
H 3.46046 -0.88808 0.82632 0.27 0.16 0.05 0.068
C 2.45952 1.12051 -2.32663 1.07 0.13 -1.07 -0.203
H 1.58008 1.13626 -2.98803 0.25 0.02 0.25 0.061
H 3.25164 0.51758 -2.80229 -0.22 0.37 -0.25 0.057
H 2.83990 2.13789 -2.16746 -0.28 -0.31 -0.02 0.062
Ti 2.10164 1.52883 1.19414 -3.12 1.19 0.86 0.595
C -3.00756 1.32281 0.43829 -0.55 0.56 1.57 -0.120
C -2.91918 0.45920 1.46192 -2.39 -0.70 -0.99 -0.091
C -2.18222 -0.78821 1.77082 1.88 -0.69 1.08 -0.187
C -0.63462 -0.95204 1.78466 -0.56 -1.62 1.47 -0.284
C 0.29602 -0.02880 1.20376 2.98 2.35 -0.94 -0.287
C 0.28790 0.78077 -0.02743 1.69 -1.19 0.99 -0.454
C -0.98657 0.80184 -0.80618 -0.02 1.24 0.03 -0.251
C -1.86603 1.93626 -0.25995 0.19 -0.36 -0.97 -0.164
C 1.42406 3.51600 1.24624 -0.56 0.75 -0.29 -0.221
H -4.00010 1.74745 0.27497 0.28 0.28 0.24 0.101
H -3.89529 0.30633 1.93755 0.02 0.31 -0.10 0.100
H -2.60408 -1.58287 1.12490 0.01 0.41 0.17 0.092
H -2.43112 -1.07648 2.80550 -0.36 0.06 -0.44 0.112
H -0.31145 -1.06472 2.84504 -0.37 0.28 -0.35 0.116
H -0.38516 -1.94959 1.36236 -0.59 0.02 0.38 0.060
H 1.32223 -0.26868 1.70172 -1.35 0.01 -1.14 0.074
H 0.62185 1.87436 0.08852 -0.47 0.02 -0.22 0.027
H -1.42303 -0.18151 -0.50460 0.04 1.81 -0.61 -0.030
H -0.86805 0.90261 -1.90444 0.04 -0.24 0.55 0.119
H -1.31219 2.51537 0.48968 -0.18 0.21 -0.46 0.106
H -2.19514 2.55252 -1.10235 0.03 0.27 0.37 0.114
H 0.38745 3.69638 0.83889 1.09 0.15 0.58 0.003
H 2.11265 4.21681 0.77244 -0.03 0.24 -0.20 -0.024
H 1.45781 3.72334 2.32827 -0.29 0.09 -0.32 -0.012
Se -0.02003 1.95946 5.28886 -0.46 0.08 0.62 0.574
C 1.11874 1.54596 4.05951 2.39 -0.68 -3.25 -0.944
N 1.83905 1.31502 3.11052 -0.85 0.48 5.05 -0.117
```
Positions in Å, forces in eV/Å.



No. 3
C16H32AlBeF7N2NaO13PS3 | the ωB97M-V functional and the def2-TZVPD basis

Calculated values
Spin multiplicity: 1
Net charge: +2
Frontier orbital gap in eV: 1.6405

Structure (XYZ):
```
77
Properties=species:S:1:pos:R:3:forces:R:3:lowdin_charge:R:1
O 0.32542 -1.57051 4.81326 0.40 -0.15 -0.57 -0.397
S -0.00869 -0.15870 4.57052 -0.37 -0.38 1.15 0.525
O -0.92412 0.30752 5.57566 -0.19 0.66 -0.35 -0.288
C 1.55525 0.71782 4.80969 0.36 -0.24 -0.73 -0.168
C 2.71479 -0.24377 5.12649 -0.30 1.19 -0.16 -0.105
C 3.07562 -1.02298 3.92501 4.49 -2.97 3.90 -0.173
F 2.71415 -2.23494 3.76898 -1.45 0.29 -1.34 0.232
C 3.82903 -0.41747 2.78208 -0.75 -0.40 0.17 -0.151
F 3.20290 -0.19689 1.71609 0.55 -0.02 -0.15 0.359
F 5.01827 -0.10821 2.86004 0.00 0.60 -0.54 0.396
N -0.33841 0.15125 3.06145 -0.46 -0.49 0.63 -0.320
S -1.71277 0.87470 2.63527 0.59 3.15 -1.77 0.533
O -1.49297 1.28492 1.26662 -0.02 -1.32 -0.62 -0.339
O -2.05597 2.03570 3.40298 -0.28 -0.83 1.51 -0.291
C -3.16307 -0.22019 2.57230 0.52 -0.58 0.05 -0.121
C -3.07971 -1.47175 3.41787 -0.78 -0.89 0.29 -0.277
O -1.83601 -2.12189 3.25338 0.18 0.51 0.17 -0.098
C -3.52063 -1.23971 4.91275 -0.86 0.16 -0.66 -0.549
F -2.57590 -1.67800 5.85251 -0.14 -0.17 -0.26 -0.021
F -4.60439 -1.99875 5.15699 0.21 -0.34 0.09 0.144
F -3.86372 -0.01378 5.17634 0.54 0.24 0.34 0.230
H 1.80288 1.18954 3.85557 -0.35 0.29 0.04 0.098
H 1.42501 1.51133 5.53876 -0.03 -0.17 0.24 0.125
H 3.59956 0.36531 5.34305 0.02 -0.03 -0.01 0.157
H 2.56062 -0.90137 5.97620 -0.13 -0.30 -0.21 0.156
H -4.05044 0.35870 2.81588 0.20 0.25 0.27 0.130
H -3.30299 -0.52380 1.53711 0.42 0.00 -0.08 0.116
H -3.83500 -2.17157 3.04720 -0.30 0.26 0.08 0.166
H -1.83433 -3.02260 3.61214 -0.35 0.11 -1.51 -0.101
C 3.97940 -0.74886 -5.30321 0.10 -0.24 -0.13 -0.060
C 3.67325 -1.63739 -4.10172 -0.48 1.07 0.15 -0.300
N 4.47551 -1.35051 -2.93556 0.45 -0.34 0.17 -0.188
C 4.36530 -2.36121 -1.89093 -0.14 -0.10 0.00 -0.234
C 3.00318 -2.54828 -1.21208 0.09 -0.15 0.07 -0.069
C 4.44071 0.03466 -2.47814 -0.08 0.40 -0.15 -0.223
C 3.07730 0.62995 -2.10224 0.10 0.04 0.06 -0.069
H 5.03938 -0.78992 -5.57189 0.04 0.14 0.09 0.092
H 3.39948 -1.07731 -6.17019 -0.09 0.08 0.04 0.089
H 3.71326 0.28825 -5.11892 0.00 0.01 -0.02 0.086
H 3.87012 -2.66004 -4.39811 -0.86 0.43 1.28 0.021
H 2.59546 -1.58538 -3.89235 -0.06 -0.16 -0.16 0.076
H 5.11981 -2.15854 -1.12841 0.08 0.11 -0.08 0.116
H 4.66181 -3.32581 -2.32717 -0.02 0.02 -0.05 0.104
H 2.78830 -1.74532 -0.50961 -0.10 0.09 -0.10 0.041
H 3.00380 -3.47779 -0.63949 0.03 -0.03 -0.03 0.078
H 2.18534 -2.60897 -1.93040 -0.05 0.08 0.03 0.065
H 4.88032 0.66066 -3.25652 0.00 -0.08 -0.06 0.109
H 5.12488 0.13739 -1.63375 0.05 -0.21 0.01 0.116
H 2.29265 0.37233 -2.81542 -0.02 -0.03 0.02 0.039
H 3.14909 1.71780 -2.08090 0.03 0.01 -0.02 0.083
H 2.75163 0.31687 -1.11135 -0.12 -0.08 -0.04 0.045
Al -1.81748 -3.65842 5.38315 0.61 0.00 1.52 1.182
O -3.93360 3.73229 1.75876 0.22 -0.40 -0.46 -0.037
S -3.71793 5.15736 1.96387 -1.60 1.77 1.00 0.293
O -3.96103 5.45285 3.37380 0.91 -0.52 0.55 -0.128
O -4.63700 5.96248 1.16468 0.13 -0.49 -1.13 -0.139
O -2.35342 5.49227 1.57152 0.33 -0.43 0.04 -0.022
Na 4.66477 -3.69309 -5.40527 0.96 -1.04 -1.17 0.845
C -2.33831 0.52520 -1.77476 0.05 0.02 0.23 -0.142
O -3.50449 0.89121 -2.51677 0.00 -0.13 -0.24 -0.217
P -3.41747 0.98269 -4.09905 -0.38 0.16 -0.13 0.335
O -2.68586 -0.12451 -4.77749 0.80 0.02 0.80 -0.371
O -2.82519 2.39921 -4.41797 0.22 -0.07 0.13 -0.191
C -2.71963 3.43628 -3.42312 0.02 0.20 0.05 -0.057
O -4.92211 1.09471 -4.50948 0.08 -0.23 -0.08 -0.182
C -5.61048 -0.06336 -5.02999 -0.26 -0.13 -0.08 -0.062
H -2.37169 1.00132 -0.79888 -0.09 0.07 -0.01 0.065
H -2.31729 -0.55883 -1.64624 0.07 0.01 -0.07 0.072
H -1.42575 0.85230 -2.28287 0.01 -0.02 0.08 0.019
H -1.84651 3.25674 -2.79705 -0.03 -0.04 0.04 0.087
H -3.61516 3.49261 -2.80884 -0.02 -0.05 -0.02 0.098
H -2.58303 4.37781 -3.94542 -0.04 -0.07 -0.14 0.098
H -6.63131 -0.04154 -4.66005 0.03 0.15 0.06 0.094
H -5.13719 -0.99039 -4.71424 0.09 0.05 0.01 0.083
H -5.61923 -0.01017 -6.11553 0.06 0.02 0.00 0.097
F 4.77625 -1.72670 4.65660 -2.33 1.64 -1.40 -0.213
Be -0.66416 -0.80284 -3.92315 -0.50 0.04 -0.61 0.408
```
Positions in Å, forces in eV/Å.



No. 4
C16H32BeNO11 | the ωB97M-V functional and the def2-TZVPD basis

Calculated values
Expectation value of S²: 1.6985
Spin multiplicity: 2
Net charge: +2
Frontier orbital gap (spin up / spin down) in eV: 5.1004 / 3.0886

Structure (XYZ):
```
61
Properties=species:S:1:pos:R:3:forces:R:3:lowdin_charge:R:1
Be -31.49046 -0.46618 29.95311 0.91 0.98 -0.78 0.970
N -30.63569 -1.62780 27.16181 0.17 1.32 0.07 -0.598
O -31.80452 -1.43207 27.03433 -1.84 0.02 -0.71 0.172
O -29.87004 -1.41298 26.23255 0.53 -0.50 -0.19 0.275
O -30.19983 -1.90263 28.27104 0.95 -0.35 1.19 0.079
C -33.02142 2.50805 27.45672 -0.88 -1.72 0.19 -0.072
O -31.97730 2.06130 28.35826 -0.47 0.84 0.04 -0.241
C -30.89581 2.97778 28.35036 0.98 0.15 0.13 -0.197
C -29.80095 2.64449 29.40532 -1.82 0.71 -0.79 -0.176
O -29.52808 1.26550 29.26186 -0.43 -1.40 0.46 -0.284
C -28.15687 0.83600 29.39513 -0.19 1.17 -0.29 -0.042
H -33.62552 1.60721 27.34878 -0.14 -0.01 -0.19 0.083
H -32.71625 2.77451 26.44481 0.68 0.15 0.20 0.097
H -33.73126 3.24686 27.82873 0.62 0.39 0.50 0.099
H -31.18569 4.02280 28.45995 -0.48 0.03 0.47 0.135
H -30.49757 2.95033 27.33608 0.59 -0.19 -0.06 0.127
H -30.11901 2.88104 30.42070 -0.34 -0.28 0.14 0.131
H -29.00780 3.37386 29.24097 0.69 -0.62 -0.40 0.139
H -27.67510 1.23546 28.50271 0.46 -0.39 0.00 0.092
H -28.11788 -0.25214 29.44540 0.04 0.23 0.01 0.089
H -27.70931 1.33217 30.25631 0.09 -0.39 0.18 0.106
C -31.15991 -9.62348 27.62204 -0.80 -0.82 -0.39 0.042
O -31.28078 -8.74856 28.71438 0.15 -0.14 -1.06 0.105
C -30.17149 -7.93026 28.93929 -0.21 -0.01 1.80 -0.085
C -29.60782 -6.99774 27.85239 -0.85 1.09 0.64 -0.181
O -30.67364 -6.15566 27.61568 -1.65 0.51 -2.49 -0.184
C -30.34352 -5.07253 26.67692 0.40 0.43 1.97 -0.016
H -30.28157 -10.24015 27.81264 0.35 0.08 -0.44 0.145
H -31.12604 -9.01155 26.72064 0.58 0.15 -0.25 0.141
H -32.03190 -10.26617 27.50089 -0.10 0.22 0.60 0.129
H -29.33738 -8.58368 29.19503 0.31 -0.52 0.20 0.180
H -30.53474 -7.43139 29.83777 0.70 0.63 -0.20 0.161
H -29.16788 -7.48335 26.98133 -0.04 -0.20 0.01 0.150
H -28.92503 -6.33112 28.37918 1.15 -0.77 0.15 0.147
H -29.94688 -5.32491 25.69353 -0.23 -0.44 0.12 0.105
H -29.61985 -4.52501 27.28076 0.68 0.35 -0.56 0.079
H -31.17619 -4.37148 26.61954 -0.42 -0.68 -0.24 0.084
O -30.43804 -3.89035 23.10302 -1.38 1.41 -0.09 0.075
C -31.41661 -3.16861 22.90238 1.55 -2.61 3.20 -0.507
O -31.74876 -2.71821 21.76300 1.59 1.35 -3.36 0.099
C -33.01234 -2.13478 21.72596 -2.16 0.16 -1.14 -0.173
C -33.38781 -1.80340 23.11548 -1.10 -1.24 1.08 -0.154
C -32.51153 -2.81513 23.89406 -1.00 1.74 0.52 -0.062
H -33.62158 -2.92767 21.29207 -0.47 0.10 0.13 0.141
H -33.23007 -1.25020 21.12744 1.35 -0.12 -0.65 0.142
H -34.42201 -2.12734 23.23215 -0.16 0.46 0.18 0.120
H -33.34559 -0.74888 23.38808 0.52 -0.15 0.00 0.120
H -33.18558 -3.64036 24.12377 0.63 -0.40 0.13 0.131
H -32.22909 -2.28199 24.80186 0.59 -0.76 0.07 0.080
O -24.95953 -1.09743 28.21926 -1.06 -0.04 -1.01 0.106
C -25.10158 -0.76199 27.06467 1.01 -0.74 1.54 -0.454
O -24.02185 -0.27153 26.41382 -0.32 -0.66 0.74 0.032
C -24.39045 0.15478 25.14283 -1.42 1.36 -1.14 -0.149
C -25.93949 0.48707 25.30296 1.21 -0.66 -2.71 -0.138
C -26.34886 -0.66700 26.17340 -0.48 1.45 2.14 -0.096
H -24.24969 -0.62921 24.39878 0.12 -0.05 -0.02 0.128
H -23.77090 1.02079 24.90982 -0.16 -0.09 -0.20 0.132
H -26.48834 0.40543 24.36477 0.34 0.09 -0.35 0.111
H -26.09343 1.52735 25.58976 -0.01 -0.33 0.91 0.118
H -26.75933 -1.57078 25.72307 0.77 -0.01 -0.35 0.129
H -27.15237 -0.30303 26.81371 -0.10 -0.33 0.37 0.082
```
Positions in Å, forces in eV/Å.



Number 1: total energy -1459.61808 Ha. Number 2: total energy -4616.20919 Ha. Number 3: total energy -4369.86138 Ha. Number 4: total energy -1524.86933 Ha.